# 1
{
  "formula": "C12H20BrCl4CsF6LiMgNO10P",
  "method": "ωB97M-V with the def2-TZVPD basis set",
  "homo_ev": -3.83,
  "e_tot_ev": -186634.475,
  "charge": -1,
  "homo_lumo_gap_ev": 1.50,
  "species": ["C", "C", "C", "O", "Br", "H", "H", "H", "H", "C", "C", "N", "H", "H", "H", "Mg", "F", "P", "F", "F", "F", "F", "F", "O", "C", "O", "C", "C", "C", "H", "H", "H", "H", "H", "H", "H", "H", "Cs", "O", "Cl", "O", "O", "O", "Li", "C", "Cl", "Cl", "Cl", "H", "C", "C", "O", "O", "H", "H", "H", "O", "H"],
  "positions_angstrom": [[0.937, 2.749, 4.125], [0.768, 1.621, 2.911], [1.186, 2.441, 1.515], [0.247, 2.894, 0.646], [3.181, 2.755, 1.233], [0.637, 2.304, 5.166], [0.311, 3.717, 3.860], [1.572, 0.781, 3.139], [-0.329, 1.179, 2.848], [5.441, 0.284, -1.067], [5.119, 0.002, 0.341], [4.864, -0.222, 1.454], [6.134, 1.127, -1.163], [5.910, -0.577, -1.556], [4.545, 0.535, -1.645], [1.356, 5.084, 2.062], [-1.917, 4.112, 1.891], [-3.398, 3.810, 1.513], [-3.812, 4.397, 2.895], [-3.836, 2.747, 0.460], [-3.235, 2.427, 2.213], [-2.823, 4.654, 0.336], [-4.765, 4.520, 1.280], [2.832, -0.207, -1.009], [1.940, -0.807, -1.607], [2.133, -2.081, -2.018], [1.099, -2.931, -2.550], [0.928, -2.707, -4.039], [0.665, -0.111, -1.975], [0.165, -2.810, -1.994], [1.429, -3.962, -2.378], [0.612, -1.684, -4.258], [0.184, -3.395, -4.449], [1.878, -2.863, -4.561], [0.811, 0.438, -2.908], [0.413, 0.595, -1.176], [-0.189, -0.779, -2.069], [1.725, -5.597, -1.715], [4.892, -11.439, -5.264], [4.070, -10.491, -4.536], [4.643, -9.164, -4.653], [4.016, -10.872, -3.138], [2.730, -10.489, -5.088], [-0.978, -2.167, -1.044], [0.360, 5.043, -2.546], [-0.065, 4.612, -4.211], [1.212, 6.596, -2.503], [-1.089, 5.100, -1.528], [1.028, 4.273, -2.151], [-5.392, 1.819, 4.441], [-5.889, 0.443, 4.850], [-5.672, -0.479, 4.015], [-6.458, 0.398, 5.977], [-4.910, 1.792, 3.459], [-6.232, 2.519, 4.396], [-4.665, 2.183, 5.173], [-8.558, -1.822, 4.373], [-7.759, -2.293, 4.223]],
  "atomic_forces_ev_per_a": [[-2.5, 0.2, -1.7], [1.1, 1.0, 0.5], [-6.2, 0.3, -2.7], [6.9, -2.7, 5.4], [-1.6, -0.2, 0.0], [1.1, 1.0, -1.9], [0.6, -2.6, 0.9], [-1.7, 1.7, -0.8], [2.2, 1.1, -0.3], [0.4, 0.3, -0.3], [-0.2, -0.3, 1.2], [0.5, 0.3, -1.8], [0.0, -0.2, 0.3], [-0.1, 0.0, 0.3], [0.4, 0.0, 0.4], [-0.2, -0.2, 0.4], [5.0, -0.9, 3.6], [-1.3, -0.1, 0.3], [1.8, 1.2, 5.3], [-1.2, -1.1, -5.6], [1.3, -2.9, 4.8], [-1.0, 3.1, -4.8], [-4.2, 0.8, -3.6], [-2.7, -2.1, -1.5], [1.6, 1.9, 1.3], [0.1, -1.0, 0.3], [0.9, 1.5, -1.3], [-0.1, 0.1, -0.1], [-0.2, 0.3, 0.7], [0.5, -0.5, -0.4], [-1.0, 5.2, -1.5], [-0.1, -0.1, 0.0], [0.0, 0.1, 0.0], [-0.1, -0.1, 0.2], [-0.2, -0.1, 0.0], [0.2, 0.1, -0.2], [-0.1, 0.2, -0.6], [1.3, -6.0, 2.2], [-0.3, 0.4, 0.3], [0.2, -0.7, -0.3], [-0.1, 0.2, 0.1], [-0.1, 0.2, -0.1], [0.1, 0.2, 0.1], [-1.2, 0.4, 1.1], [-0.5, 0.0, 0.5], [0.1, -0.1, 0.0], [0.1, -0.1, 0.0], [0.7, -0.1, -0.4], [-0.2, 0.3, -0.1], [0.8, 1.2, -0.8], [-1.1, -2.1, 1.2], [-0.4, 0.8, 0.5], [0.6, 0.2, -1.5], [-0.2, -0.1, 0.4], [0.0, -0.3, 0.2], [-0.2, -0.1, 0.0], [-0.9, 1.0, 0.4], [1.5, -0.7, -0.3]],
  "lowdin_charge": [-0.11, -0.24, -0.69, -0.17, 0.58, 0.05, -0.05, 0.11, 0.13, -0.08, -0.32, 0.13, 0.08, 0.09, 0.06, 0.73, -0.18, -0.02, -0.14, -0.15, -0.16, -0.24, -0.14, 0.06, -0.46, -0.01, -0.43, -0.03, 0.03, 0.00, -0.29, 0.09, 0.10, 0.11, 0.12, 0.10, 0.02, 1.27, -0.38, 0.62, -0.42, -0.40, -0.40, 0.60, -1.54, 0.50, 0.49, 0.61, 0.00, 0.00, -0.67, 0.05, 0.04, 0.06, 0.09, 0.09, -0.15, -0.10]
}

# 2
{
  "formula": "C12H20Cl2O4Pt",
  "method": "ωB97M-V with the def2-TZVPD basis set",
  "homo_ev": [1.13, -0.35],
  "e_tot_ev": -49247.798,
  "charge": -2,
  "multiplicity": 5,
  "homo_lumo_gap_ev": [4.13, 4.89],
  "species": ["C", "C", "C", "C", "C", "C", "C", "C", "C", "C", "Pt", "Cl", "Cl", "O", "H", "H", "H", "H", "H", "H", "H", "H", "H", "H", "H", "H", "H", "H", "H", "H", "O", "H", "C", "C", "O", "O", "H", "H", "H"],
  "positions_angstrom": [[0.142, -1.554, -1.597], [1.002, -0.478, -1.894], [0.212, 0.713, -2.030], [2.475, -0.505, -2.018], [-1.125, 0.394, -1.752], [-1.227, -1.043, -1.545], [-2.401, -1.727, -1.324], [0.537, -2.954, -1.348], [0.726, 2.046, -2.382], [-2.265, 1.317, -1.685], [1.149, 0.257, 1.580], [1.956, 2.048, 0.744], [3.058, -0.947, 1.503], [-0.739, 0.725, 1.168], [2.851, -1.529, -2.022], [2.950, 0.017, -1.177], [2.785, -0.014, -2.947], [1.293, 2.466, -1.546], [-0.103, 2.717, -2.604], [1.382, 1.993, -3.255], [-1.946, 2.332, -1.423], [-2.978, 0.959, -0.936], [-2.786, 1.349, -2.654], [-3.258, -1.189, -0.941], [-2.451, -2.554, 0.267], [-2.484, -2.756, -1.655], [1.611, -3.041, -1.140], [0.309, -3.583, -2.221], [-0.013, -3.375, -0.495], [-0.922, 1.373, 1.901], [-2.543, -3.150, 1.056], [-2.098, -2.658, 1.768], [1.010, 2.000, 5.179], [0.259, 1.507, 3.979], [0.648, 0.288, 3.593], [-0.619, 2.182, 3.428], [0.970, 1.265, 5.984], [0.573, 2.933, 5.518], [2.061, 2.175, 4.925]],
  "atomic_forces_ev_per_a": [[-1.7, 0.2, -0.1], [-0.9, 2.7, -0.5], [2.4, -1.9, 0.1], [0.4, 0.0, 0.0], [-0.7, -1.7, 0.8], [1.1, 0.8, -0.1], [-0.1, -0.1, -0.5], [0.2, -0.4, 0.2], [0.1, 0.3, -0.1], [-0.3, 0.3, 0.0], [-2.1, -4.0, -0.2], [2.2, 4.5, -1.7], [2.1, -1.3, 0.1], [-1.7, 0.9, 0.2], [0.1, 0.1, 0.0], [-0.1, -0.1, -0.1], [0.1, 0.0, 0.0], [0.0, 0.0, 0.0], [0.0, 0.1, -0.1], [0.1, 0.1, 0.0], [-0.1, -0.2, 0.0], [0.1, 0.2, 0.0], [0.0, 0.0, 0.0], [-0.3, -0.1, -0.4], [0.1, -0.3, 0.6], [-0.2, -0.1, 0.4], [-0.2, 0.0, 0.0], [0.0, 0.0, 0.0], [0.0, 0.1, -0.1], [-0.1, -0.8, -1.0], [0.1, 0.2, 0.4], [-0.1, -0.1, -0.4], [0.2, 0.5, 0.5], [0.0, -2.4, -1.3], [-0.8, 2.4, 2.4], [0.5, 0.2, 1.0], [0.0, -0.1, -0.1], [0.0, 0.2, 0.1], [-0.2, -0.1, -0.1]],
  "lowdin_charge": [-0.16, -0.21, -0.21, -0.08, -0.19, -0.24, -0.03, -0.04, -0.07, -0.05, 0.54, -0.14, -0.35, -0.54, 0.06, 0.02, 0.07, -0.01, 0.06, 0.07, 0.08, 0.08, 0.08, 0.05, -0.05, 0.05, 0.07, 0.08, 0.08, -0.08, -0.13, 0.04, -0.04, -0.69, -0.31, -0.04, 0.07, 0.06, 0.08]
}

# 3
{
  "formula": "C12H20F6N2O10S2Ti",
  "method": "ωB97M-V with the def2-TZVPD basis set",
  "homo_ev": [-0.52, -6.71],
  "e_tot_ev": -97317.315,
  "charge": -1,
  "multiplicity": 4,
  "homo_lumo_gap_ev": [2.86, 9.03],
  "species": ["Ti", "C", "F", "F", "F", "S", "O", "O", "O", "C", "F", "F", "F", "S", "O", "O", "O", "C", "C", "O", "N", "C", "H", "H", "H", "H", "H", "H", "H", "C", "C", "O", "N", "C", "H", "H", "H", "H", "H", "H", "H", "O", "C", "O", "C", "C", "C", "H", "H", "H", "H", "H", "H"],
  "positions_angstrom": [[12.604, 4.971, -6.793], [11.904, 5.200, -10.823], [11.956, 3.903, -10.522], [11.985, 5.332, -12.144], [10.727, 5.666, -10.403], [13.262, 6.222, -10.039], [14.479, 5.618, -10.570], [12.970, 7.575, -10.444], [13.108, 5.981, -8.593], [9.318, 7.909, -4.770], [9.563, 7.152, -3.683], [8.070, 8.296, -4.632], [10.158, 8.910, -4.775], [9.501, 6.829, -6.287], [10.764, 6.077, -6.107], [8.256, 6.047, -6.268], [9.557, 7.748, -7.395], [14.839, 1.522, -6.280], [15.129, 2.680, -7.192], [14.827, 3.811, -6.834], [15.750, 2.430, -8.359], [16.172, 3.486, -9.286], [15.732, 1.102, -5.806], [14.434, 0.666, -6.831], [14.158, 1.788, -5.478], [15.993, 1.476, -8.551], [16.183, 4.464, -8.825], [15.553, 3.452, -10.175], [17.208, 3.203, -9.508], [10.997, 0.538, -6.209], [10.724, 1.952, -6.699], [11.559, 2.841, -6.691], [9.522, 2.099, -7.299], [9.117, 3.313, -7.984], [11.202, -0.154, -7.027], [10.217, 0.112, -5.580], [11.928, 0.585, -5.641], [8.800, 1.422, -7.140], [9.661, 3.424, -8.925], [9.303, 4.244, -7.449], [8.044, 3.262, -8.156], [13.286, 4.746, -4.640], [13.441, 5.355, -3.596], [14.659, 5.510, -3.014], [14.464, 6.222, -1.763], [13.167, 6.998, -1.894], [12.392, 6.081, -2.824], [15.329, 6.844, -1.553], [14.317, 5.437, -1.017], [13.279, 8.007, -2.294], [12.715, 7.097, -0.906], [11.631, 6.473, -3.500], [11.890, 5.336, -2.189]],
  "atomic_forces_ev_per_a": [[0.2, -0.7, 1.3], [0.4, 1.0, 0.7], [0.2, -0.3, 0.1], [-0.2, -0.1, -0.3], [-0.3, -0.1, -0.2], [1.0, -0.2, -0.1], [-0.9, 0.4, 0.2], [0.0, -0.6, 0.1], [-0.3, 0.0, -0.6], [0.2, -2.4, -0.4], [0.3, -0.1, 0.5], [-0.7, 1.0, -0.3], [0.3, 1.0, 0.1], [-0.9, -0.5, -1.5], [-1.0, 0.3, 0.5], [1.5, 0.2, 0.6], [0.2, 0.3, 0.3], [0.1, -1.3, 0.0], [-0.2, 0.5, 0.5], [-0.3, 0.3, -0.5], [-0.3, 0.2, 0.5], [0.7, -1.3, 0.1], [0.2, 0.4, -0.1], [-0.2, 0.2, -0.1], [-0.1, 0.3, -0.2], [0.1, 0.0, -0.1], [-0.4, 0.0, 0.1], [0.1, 0.4, 0.0], [-0.1, 0.4, -0.4], [0.9, 0.2, 0.5], [-0.8, -0.6, -0.8], [0.6, 0.3, 0.1], [0.0, 0.4, 0.3], [0.1, 0.6, -0.4], [-0.3, 0.2, -0.2], [-0.1, 0.2, 0.0], [-0.2, 0.0, 0.2], [0.2, -0.3, 0.1], [-0.2, -0.2, -0.1], [0.0, -0.4, 0.4], [0.1, 0.0, -0.2], [0.0, -0.4, -1.8], [-0.9, 0.5, 0.7], [0.9, 0.6, 0.6], [-0.1, -0.6, -0.6], [-0.3, 0.3, 0.0], [-0.4, -0.5, 0.2], [0.2, -0.2, 0.0], [0.3, 0.2, 0.3], [0.2, -0.1, -0.2], [-0.1, 0.1, 0.0], [0.2, 0.3, 0.2], [-0.3, 0.0, -0.1]],
  "lowdin_charge": [0.84, -0.68, 0.12, 0.13, 0.13, 0.53, -0.33, -0.29, -0.41, -0.70, 0.09, 0.15, 0.16, 0.52, -0.40, -0.33, -0.30, 0.00, -0.53, 0.00, 0.02, -0.05, 0.08, 0.08, 0.08, 0.13, 0.08, 0.07, 0.08, 0.00, -0.51, 0.00, 0.02, -0.04, 0.08, 0.08, 0.07, 0.13, 0.08, 0.05, 0.09, -0.04, -0.52, 0.00, -0.16, -0.16, -0.10, 0.12, 0.12, 0.11, 0.11, 0.09, 0.13]
}

Which of these has the lowest charge?
C12H20Cl2O4Pt

What is the formula in the second record?
C12H20Cl2O4Pt